1.
60
Properties=species:S:1:pos:R:3:lowdin_charge:R:1 method="wB97M-V/def2-TZVPD" orbital_gap_ha=0.3946 spin_multiplicity=1 relative_energy_kcal_mol=8.3 total_charge=0 homo_energy_ev=-10.9
O -1.706 3.539 0.590 -0.099
H -1.901 4.306 -0.017 0.066
H -0.867 3.915 1.027 0.060
O 3.430 -4.290 -1.710 -0.108
H 4.260 -4.314 -2.215 0.027
H 3.491 -3.436 -1.164 0.034
O 0.183 -1.454 -1.586 -0.023
H -0.453 -0.938 -1.093 0.024
H 0.191 -1.073 -2.450 0.058
O -1.129 -4.149 -1.472 -0.022
H -0.860 -5.004 -1.121 0.047
H -0.433 -3.540 -1.286 -0.001
O 3.977 0.466 -0.780 -0.085
H 3.183 0.996 -0.808 -0.025
H 4.761 1.058 -0.998 0.096
O 0.932 0.194 1.576 -0.055
H 1.036 0.574 2.476 0.035
H 1.654 -0.373 1.337 0.036
O 0.805 4.195 2.218 -0.060
H 0.817 4.800 3.006 0.094
H 0.549 3.384 2.683 0.013
O -2.965 -2.719 0.004 -0.043
H -2.394 -3.390 -0.434 0.039
H -3.720 -3.118 0.392 0.057
O 0.305 1.585 3.728 -0.044
H 0.551 1.120 4.548 0.091
H -0.638 1.488 3.634 0.013
O 1.794 4.638 -0.572 -0.059
H 1.699 4.877 0.339 -0.004
H 1.776 3.661 -0.645 0.017
O 0.827 -3.731 1.133 -0.046
H 1.061 -3.097 0.458 -0.006
H 1.297 -3.355 1.903 0.071
O 2.448 -1.741 -0.452 -0.107
H 1.791 -1.321 -1.053 0.014
H 3.245 -1.155 -0.415 0.029
O -4.045 -0.609 -1.351 -0.074
H -3.867 -1.506 -1.006 0.014
H -3.516 0.042 -0.826 0.059
O 0.040 -6.528 0.758 -0.119
H 0.797 -6.890 0.174 0.085
H 0.322 -5.592 0.911 -0.009
O -2.419 1.350 2.796 -0.078
H -2.156 0.593 2.201 0.023
H -2.269 2.121 2.219 0.020
O -0.825 1.927 -1.513 -0.116
H -1.405 2.274 -0.743 0.058
H -1.299 1.135 -1.933 0.017
O -0.798 5.943 -1.431 -0.098
H -1.072 5.622 -2.340 0.070
H 0.102 5.546 -1.427 0.010
O -1.714 -0.207 -2.785 -0.025
H -1.959 0.122 -3.629 0.072
H -2.526 -0.572 -2.423 0.029
O -1.589 -0.486 0.848 -0.051
H -0.731 -0.476 1.323 0.029
H -1.769 -1.390 0.695 -0.009
O 1.592 1.709 -0.621 -0.082
H 0.709 1.614 -1.012 -0.004
H 1.397 1.662 0.333 0.044

---

2.
64
Properties=species:S:1:pos:R:3:lowdin_charge:R:1 method="wB97M-V/def2-TZVPD" orbital_gap_ha=0.3989 spin_multiplicity=1 relative_energy_kcal_mol=101.6 total_charge=+1 homo_energy_ev=-13.6
O -3.472 1.006 -3.336 -0.057
H 3.249 0.063 2.064 0.098
H -4.418 1.069 -3.174 0.073
O -3.090 -2.347 -2.758 -0.041
H -2.941 -3.212 -2.393 0.030
H -3.058 1.491 -4.049 0.054
O 4.212 0.744 -0.322 -0.034
H 3.874 1.363 -0.972 0.034
H -2.753 2.777 -1.288 0.035
O -0.009 -2.079 -3.217 -0.055
H -3.541 1.576 -1.448 -0.011
H 0.835 2.288 -0.565 0.040
O 1.611 -2.663 2.468 -0.024
H 1.732 -1.840 2.005 -0.017
H 2.489 -2.918 2.760 0.058
O -3.660 2.486 -1.133 -0.053
H 0.323 -1.529 -3.920 0.020
H -1.929 -0.531 4.947 0.065
O 1.123 -0.122 -0.585 -0.045
H 1.146 -1.073 -0.682 0.044
H 1.100 0.357 -1.413 0.038
O -0.766 0.667 -3.962 -0.062
H -1.119 0.524 -3.061 0.035
H -1.387 0.112 -4.444 0.038
O -0.436 -4.433 1.085 -0.054
H -0.666 -4.825 0.226 0.061
H 0.347 -4.995 1.186 0.061
O -0.051 0.121 2.116 0.095
H 0.988 -0.112 1.931 0.100
H 0.302 1.041 2.014 0.104
O 0.523 3.115 2.500 -0.034
H 0.108 2.852 3.329 0.061
H -0.002 3.829 2.130 0.008
O 2.533 2.468 -3.225 -0.043
H 2.046 2.214 -4.018 0.061
H 3.395 2.842 -3.424 0.061
O -2.263 -0.272 0.836 -0.067
H -0.686 -0.014 1.306 0.110
H -2.193 -1.258 0.584 0.030
O -1.254 -0.317 4.283 -0.047
H -1.672 0.251 3.642 -0.019
H -3.139 -3.161 0.578 0.101
O 4.498 -1.251 1.849 -0.044
H 5.290 -1.133 1.296 0.084
H -3.081 -1.610 -2.144 0.018
O -3.998 1.291 2.615 -0.037
H -0.930 -2.310 -3.361 0.000
O 2.890 -2.881 0.004 -0.053
H 3.651 -3.484 0.106 0.078
H 2.253 -3.376 0.537 0.020
O -2.462 -2.682 0.098 -0.002
H -1.624 -3.039 0.422 0.038
H -2.416 0.449 0.220 0.049
O 1.741 2.322 -0.890 -0.074
H 3.695 -1.531 1.434 -0.031
H 1.739 3.064 -1.515 0.045
O -0.246 4.711 0.267 -0.047
H 0.664 4.504 0.034 0.027
H -0.201 5.254 1.077 0.059
O 2.385 0.247 1.582 -0.089
H 3.999 -0.139 -0.656 0.056
H 2.671 0.616 0.706 0.044
H -4.095 0.862 1.767 0.010
H -3.296 0.804 3.063 -0.005

---

3.
66
Properties=species:S:1:pos:R:3:lowdin_charge:R:1 method="wB97M-V/def2-TZVPD" orbital_gap_ha=0.3249 spin_multiplicity=1 relative_energy_kcal_mol=85.1 total_charge=0 homo_energy_ev=-9.6
O 0.226 -0.122 -0.031 -0.026
H -0.009 0.763 0.248 0.026
H -0.613 -0.567 -0.149 -0.001
O -1.722 2.130 -0.552 -0.031
H -2.361 2.604 -1.084 0.055
H -2.161 1.311 -0.322 0.028
O -4.454 -2.904 -0.547 -0.033
H -5.009 -2.396 0.045 0.048
H -5.068 -3.330 -1.145 0.059
O 1.275 -2.092 2.328 -0.035
H 1.198 -2.077 1.374 -0.023
H 0.373 -2.164 2.641 0.003
O -1.290 -3.083 4.117 -0.053
H -1.940 -3.115 3.415 -0.048
H -1.263 -3.976 4.461 0.031
O 1.240 4.301 0.958 -0.045
H 1.089 5.236 0.814 0.068
H 1.837 4.044 0.255 0.005
O 3.521 4.103 -0.461 -0.022
H 4.286 3.939 0.091 0.077
H 3.882 4.447 -1.278 0.039
O -2.692 -5.353 -2.081 -0.049
H -2.828 -4.423 -2.262 -0.009
H -2.328 -5.374 -1.195 0.036
O 1.625 -0.325 -3.269 -0.054
H 1.408 0.360 -3.901 0.027
H 1.080 -0.129 -2.507 -0.008
O -0.572 2.739 2.503 -0.043
H -1.426 3.172 2.497 0.046
H -0.009 3.313 1.983 -0.012
O 2.619 3.722 3.396 -0.071
H 2.657 2.797 3.153 -0.013
H 1.949 4.094 2.822 -0.023
O -1.875 -1.585 -1.241 -0.040
H -2.806 -1.763 -1.373 0.011
H -1.432 -2.135 -1.888 -0.005
O 3.534 0.935 -0.400 -0.038
H 3.003 1.732 -0.402 0.019
H 3.597 0.687 -1.322 0.053
O 2.574 1.049 2.005 -0.037
H 1.854 0.419 1.965 0.005
H 3.089 0.876 1.217 -0.020
O -4.312 0.687 -0.587 -0.032
H -5.122 0.261 -0.307 0.039
H -4.581 1.568 -0.846 0.041
O 2.344 4.291 -3.292 -0.042
H 2.019 3.548 -2.784 -0.016
H 3.285 4.310 -3.115 0.019
O -1.330 -3.092 -3.558 -0.032
H -1.631 -3.389 -4.416 0.065
H -0.542 -3.608 -3.388 0.053
O -2.884 -2.778 2.106 -0.020
H -3.625 -3.317 2.384 0.060
H -2.866 -2.870 1.153 0.026
O 3.765 -2.316 0.495 -0.044
H 2.951 -2.484 0.020 -0.024
H 4.454 -2.449 -0.156 0.028
O 0.474 2.462 -2.162 -0.046
H -0.260 2.059 -1.697 -0.009
H 0.063 3.022 -2.820 0.048
O 1.158 -3.066 -0.488 -0.018
H 0.911 -3.625 -1.225 0.050
H 0.771 -2.215 -0.691 0.013
O -0.633 0.098 3.544 -0.053
H 0.316 0.002 3.467 0.009
H -0.785 1.041 3.483 -0.013

---

4.
18
Properties=species:S:1:pos:R:3:lowdin_charge:R:1 method="wB97M-V/def2-TZVPD" orbital_gap_ha="0.2098 / 0.2333" spin_multiplicity=3 total_charge=0 homo_energy_ev="-6.6 / -8.2"
N -2.053 -3.142 -3.181 0.104
N 2.742 -2.179 -0.143 -0.246
N -1.024 -3.014 -2.589 -0.112
N 3.448 -1.503 0.829 -0.145
N -0.266 -3.445 -1.817 -0.049
N -1.419 -0.306 -0.034 -0.212
N -1.776 0.732 0.414 -0.007
N 0.684 -3.234 -1.072 -0.258
N 3.137 -0.408 1.227 -0.588
N -1.014 -1.189 -0.675 0.024
N -0.881 1.322 1.313 0.018
P 2.688 0.870 1.931 0.665
P 0.985 -1.975 0.010 0.459
I 0.384 -3.140 2.199 0.179
H -2.023 -2.774 -4.133 0.077
H 2.854 -3.197 -0.218 0.064
H -1.198 1.875 2.085 0.072
H -0.002 0.834 1.445 -0.045

---

5.
7
Properties=species:S:1:pos:R:3:lowdin_charge:R:1 method="wB97M-V/def2-TZVPD" orbital_gap_ha=0.4535 spin_multiplicity=1 relative_energy_kcal_mol=0.0 total_charge=+1 homo_energy_ev=-16.1
K -0.192 -0.208 -1.063 0.997
O -0.324 -2.448 0.465 -0.118
H -0.728 -2.532 1.316 0.045
H -0.037 -3.335 0.205 0.070
O 0.429 2.498 -0.442 -0.096
H 1.015 3.245 -0.693 0.087
H -0.163 2.781 0.213 0.016

---

6.
6
Properties=species:S:1:pos:R:3:lowdin_charge:R:1 method="wB97M-V/def2-TZVPD" orbital_gap_ha=0.3520 spin_multiplicity=1 relative_energy_kcal_mol=42.8 total_charge=0 homo_energy_ev=-8.5 smiles=NN
N 0.669 -0.126 -0.254 -0.200
N -0.673 -0.141 0.095 -0.207
H 0.863 0.848 0.155 0.064
H 1.093 -0.839 0.672 0.149
H -1.190 -0.724 -0.611 0.070
H -0.763 0.981 -0.057 0.124

---

7.
9
Properties=species:S:1:pos:R:3:lowdin_charge:R:1 method="wB97M-V/def2-TZVPD" orbital_gap_ha=0.3679 spin_multiplicity=1 relative_energy_kcal_mol=44.0 total_charge=0 homo_energy_ev=-10.2 smiles="N=S(=O)=O.N"
N 0.650 2.003 0.628 -0.155
S 0.961 0.763 1.453 0.705
O 0.010 0.018 2.266 -0.300
O 2.353 0.461 1.298 -0.296
H -0.292 2.127 0.330 0.017
N -0.990 -1.186 -1.372 0.029
H -0.843 -0.783 -2.274 0.001
H -1.732 -1.809 -1.302 -0.023
H -0.116 -1.594 -1.029 0.020

---

8.
9
Properties=species:S:1:pos:R:3:lowdin_charge:R:1 method="wB97M-V/def2-TZVPD" orbital_gap_ha=0.3961 spin_multiplicity=1 relative_energy_kcal_mol=2.6 total_charge=0 homo_energy_ev=-9.9 smiles=[O-]N(O)[NH2+]O
O 1.483 0.738 -0.304 -0.205
N 0.912 -0.158 0.509 -0.154
O 0.593 -1.358 -0.278 -0.074
N -0.529 0.623 0.393 -0.047
O -1.685 -0.134 0.284 -0.017
H 1.004 -1.146 -1.135 0.093
H 0.235 1.149 -0.453 0.157
H -0.632 1.170 1.251 0.151
H -1.382 -0.884 -0.268 0.097